(1)
Below is one molecule with the formula C21H21NO2, with properties calculated with wB97M-V/def2-TZVPD.

ORCA input file:
```
! RIJCOSX wB97M-V def2-TZVPD def2/J DEFGRID3
* xyz 0 1
C 3.7655 3.8226 -2.0174
C 3.0063 2.7705 -1.2745
C 3.3497 1.4401 -1.4069
C 2.6563 0.4450 -0.7229
O 3.0675 -0.8268 -0.9214
C 2.4597 -1.8878 -0.3061
O 2.8816 -2.9949 -0.5312
C 1.3510 -1.5755 0.5734
C 0.9139 -0.3145 0.7953
C -0.2982 -0.1028 1.6765
N -1.5121 -0.5590 1.0297
C -1.8610 0.2395 -0.1284
C -3.2419 -0.1295 -0.6434
C -3.2132 -1.5894 -1.0677
C -2.7386 -2.4336 0.0830
C -3.1516 -3.7525 0.1712
C -2.7648 -4.5679 1.2182
C -1.9657 -4.0344 2.2124
C -1.5457 -2.7213 2.1434
C -1.9000 -1.8921 1.0729
C 1.5836 0.7745 0.1224
C 1.2528 2.1301 0.2424
C 1.9355 3.1196 -0.4322
C 1.5407 4.5549 -0.2681
H 4.2144 4.5314 -1.3226
H 3.1005 4.3817 -2.6745
H 4.5537 3.3770 -2.6173
H 4.1658 1.1386 -2.0448
H 0.8808 -2.4276 1.0386
H -0.4295 0.9533 1.9218
H -0.1533 -0.6386 2.6133
H -1.8432 1.2915 0.1778
H -1.1246 0.1154 -0.9386
H -3.5099 0.5196 -1.4781
H -3.9747 0.0074 0.1540
H -4.2040 -1.9200 -1.3852
H -2.5369 -1.7115 -1.9204
H -3.7906 -4.1453 -0.6074
H -3.0892 -5.5959 1.2625
H -1.6630 -4.6417 3.0528
H -0.9359 -2.3467 2.9510
H 0.4365 2.4219 0.8847
H 2.3715 5.1371 0.1284
H 0.6978 4.6498 0.4113
H 1.2623 4.9880 -1.2279
*
```

molar mass: 319.404 Da
orbital gap: 0.283 Eh
E_LUMO: 0.0 eV
ΔE to the lowest compared entry with this formula, charge and spin: 0.00 kJ/mol
SMILES: Cc1cc2oc(=O)cc(CN3CCCc4ccccc43)c2cc1C

(2)
Below is one molecule with the formula C21H21NO6 in a non-equilibrium geometry, with properties calculated with wB97M-V/def2-TZVPD.

ORCA input file:
```
! RIJCOSX wB97M-V def2-TZVPD def2/J DEFGRID3
* xyz 0 1
C 5.1653 -0.2112 -0.1854
C 4.2754 -1.4635 -0.2016
C 3.2729 -1.3208 -1.3260
O 2.1582 -2.2003 -1.2866
N 1.5224 -2.2045 -0.0091
C 0.4862 -3.2124 -0.0756
O 0.7281 -4.3704 -0.1331
C -0.8117 -2.5079 0.0449
C -2.0959 -2.9990 -0.0933
C -3.1622 -2.1212 0.0685
C -4.5722 -2.6005 -0.1292
C -5.2532 -1.9520 -1.3807
O -4.3544 -1.2516 -2.2099
C -2.8894 -0.7877 0.4027
O -3.9337 0.0942 0.5610
C -1.5909 -0.2892 0.5472
C -1.3765 1.1607 0.8942
C -0.5762 1.9258 -0.1605
O -0.7934 1.7461 -1.3300
C 0.4275 2.9177 0.3100
C 1.6748 3.0254 -0.3030
C 2.5844 3.9601 0.1735
C 2.2607 4.7838 1.2455
C 1.0089 4.6962 1.8512
C 0.1025 3.7499 1.3776
C -0.5480 -1.1884 0.3426
C 0.9116 -0.9779 0.3870
O 1.4911 -0.0117 0.7619
H 4.5539 0.6197 0.1613
H 6.0091 -0.3334 0.4822
H 5.4919 0.0349 -1.1937
H 3.7961 -1.5210 0.7692
H 4.8970 -2.3469 -0.3194
H 3.7764 -1.5565 -2.2593
H 2.9553 -0.2786 -1.3998
H -2.2447 -4.0405 -0.3318
H -5.1537 -2.3664 0.7621
H -4.5439 -3.6715 -0.2839
H -5.6953 -2.7365 -1.9818
H -6.0509 -1.2911 -1.0448
H -4.3014 -0.3372 -1.9194
H -4.7153 -0.3979 0.8314
H -2.3391 1.6533 0.9948
H -0.8746 1.2528 1.8541
H 1.8977 2.3736 -1.1326
H 3.5567 4.0302 -0.2906
H 2.9784 5.4979 1.6182
H 0.7513 5.3464 2.6705
H -0.8572 3.6793 1.8696
*
```

molar mass: 383.400 Da
orbital gap: 0.329 Eh
E_LUMO: -0.3 eV
ΔE to the lowest compared entry with this formula, charge and spin: 360.45 kJ/mol
SMILES: CCCON1C(=O)c2cc(CCO)c(O)c(CC(=O)c3ccccc3)c2C1=O

(3)
Below is C21H22BrIrN4O3 as an isolated structure in a non-equilibrium geometry, with properties calculated with wB97M-V/def2-TZVPD.

ORCA input file:
```
! RIJCOSX wB97M-V def2-TZVPD def2/J DEFGRID3
* xyz 2 5
Ir -0.1652 -0.5026 0.3438
O -1.6621 -0.1334 -1.5289
C -2.7895 0.6861 -1.4572
C -3.4992 0.9749 -2.6075
C -4.6367 1.7639 -2.5391
C -5.0675 2.2576 -1.3172
C -4.3480 1.9578 -0.1744
C -3.1971 1.1793 -0.2260
C -2.4382 0.9285 1.0593
O -1.9113 -0.3699 1.1604
N -1.3307 1.9104 1.2026
N -0.1450 1.4149 0.8621
C 1.0040 2.1296 1.1401
C 2.2256 1.6870 0.8086
Br 2.2808 -0.1351 0.0549
C 3.5134 2.2908 0.9492
C 3.8118 3.6506 0.7209
C 5.0940 4.1463 1.1044
C 5.4355 5.4937 0.9378
C 4.5397 6.3770 0.3644
C 3.2930 5.9058 -0.0586
C 2.9283 4.5613 0.1111
H -1.4601 -0.3320 -2.4510
H -3.1675 0.5701 -3.5601
H -5.1900 1.9803 -3.4429
H -5.9600 2.8641 -1.2550
H -4.6909 2.3318 0.7850
H -3.1165 1.1058 1.8943
H -1.3505 2.5859 1.9599
H 0.9138 3.0781 1.6600
H 4.3257 1.6407 1.2584
H 5.8130 3.4572 1.5328
H 6.4095 5.8395 1.2592
H 4.8012 7.4182 0.2339
H 2.5959 6.5881 -0.5298
H 1.9777 4.2157 -0.2763
N -0.2100 -2.4645 -0.0396
C 0.0389 -3.5897 -0.1635
N 0.2740 -4.8528 -0.3032
C 0.7935 -5.6637 0.8325
C -0.3319 -6.5473 1.3427
O -0.8611 -7.3321 0.2911
C -1.4297 -6.5415 -0.7373
C -0.3690 -5.6599 -1.3735
H 1.1783 -5.0075 1.6108
H 1.6036 -6.2786 0.4434
H -1.1178 -5.9244 1.7877
H 0.0471 -7.2314 2.0979
H -2.2399 -5.9193 -0.3367
H -1.8390 -7.2226 -1.4796
H -0.7841 -5.0037 -2.1360
H 0.4098 -6.2796 -1.8161
*
```

molar mass: 650.553 Da
orbital gap (alpha / beta): 0.232 / 0.200 Eh
E_LUMO (alpha / beta): -6.2 / -8.8 eV

(4)
Below is a 2-piece molecular cluster, C21H22BrOS overall in a non-equilibrium geometry, with properties calculated with wB97M-V/def2-TZVPD.

ORCA input file:
```
! RIJCOSX wB97M-V def2-TZVPD def2/J DEFGRID3
* xyz 1 1
C 4.4700 -3.6046 -0.7642
S 3.1502 -2.9144 -1.8047
C 2.0732 -4.3646 -1.8575
C 2.3753 -1.8801 -0.7082
C 3.0278 -0.6457 -0.4564
C 2.4894 0.2532 0.6263
C 2.0601 -0.2666 1.8551
C 1.6979 0.5977 2.8966
C 1.7243 1.9854 2.6897
Br 1.2298 3.1616 4.0869
C 2.1229 2.5111 1.4476
C 2.5243 1.6386 0.4337
O 4.0274 -0.2920 -1.1211
H 5.0270 -4.2946 -1.4031
H 5.1043 -2.7792 -0.4371
H 4.0141 -4.1248 0.0840
H 2.5473 -5.0670 -2.5530
H 2.0004 -4.7835 -0.8494
H 1.0997 -4.0552 -2.2479
H 1.4579 -2.1999 -0.2226
H 2.0345 -1.3484 1.9907
H 1.4207 0.2006 3.8689
H 2.1463 3.5842 1.2892
H 2.8481 2.0330 -0.5295
C 1.7584 -0.2625 -3.8349
C 1.9110 1.2610 -3.4698
C 0.9326 1.4390 -2.3564
C 0.2355 0.2733 -2.0866
C 0.6622 -0.7703 -2.9415
C -0.0500 -1.9961 -3.1843
C -1.1801 -2.3434 -2.3954
C -2.0009 -3.4047 -2.7625
C -1.7105 -4.1704 -3.8988
C -0.5686 -3.8841 -4.6562
C 0.2621 -2.8260 -4.3027
H 1.5160 -0.3856 -4.9003
H 2.7117 -0.7848 -3.6513
H 2.9420 1.4742 -3.1540
H 1.7029 1.8938 -4.3455
H 0.7919 2.3904 -1.8501
H -0.5354 0.1618 -1.3228
H -1.4211 -1.7441 -1.5128
H -2.8801 -3.6342 -2.1590
H -2.3743 -4.9815 -4.1955
H -0.3266 -4.4890 -5.5313
H 1.1540 -2.6059 -4.8957
*
```

molar mass: 402.377 Da
orbital gap: 0.205 Eh
E_LUMO: -5.2 eV
ΔE to the lowest compared entry with this formula, charge and spin: 16.62 kJ/mol

(5)
Below is C21H22CeClNP as an isolated structure in a non-equilibrium geometry, with properties calculated with wB97M-V/def2-TZVPD.

ORCA input file:
```
! RIJCOSX wB97M-V def2-TZVPD def2/J DEFGRID3
* xyz 2 2
Ce 0.7288 -0.3359 -0.5736
Cl 1.8758 1.9603 -0.5478
P -1.7317 -0.5227 -2.4554
C -2.2415 0.6649 -3.6765
C -3.3800 0.4074 -4.4601
C -3.7379 1.3010 -5.4675
C -3.0020 2.4750 -5.6593
C -1.8857 2.7501 -4.8581
C -1.5124 1.8645 -3.8472
C -0.0965 -1.2181 -2.6968
C 0.2110 -2.4050 -1.9562
C 1.5231 -2.6288 -1.5216
C 2.5285 -1.6912 -1.8174
C 2.2599 -0.6138 -2.6777
C 0.9555 -0.3595 -3.1144
C -2.8466 -1.9160 -2.4005
C -3.4816 -2.2738 -1.1988
C -4.1590 -3.4925 -1.1264
C -4.2167 -4.3385 -2.2377
C -3.6682 -3.9368 -3.4595
C -3.0125 -2.7111 -3.5572
H -0.5980 -3.0922 -1.6877
H 1.7519 -3.4833 -0.8802
H 3.4956 -1.7486 -1.3184
H 3.0721 0.0495 -2.9728
H 0.7324 0.5213 -3.7090
H -3.9571 -0.5047 -4.3014
H -4.5903 1.0662 -6.1049
H -3.2991 3.1800 -6.4350
H -1.2979 3.6525 -5.0302
H -0.6513 2.0795 -3.2068
H -3.4429 -1.5913 -0.3447
H -4.6384 -3.7847 -0.1928
H -4.6840 -5.3191 -2.1525
H -3.7385 -4.5822 -4.3343
H -2.6248 -2.3707 -4.5215
H -1.6059 0.2377 -1.2554
H 1.6429 -1.0120 0.7305
C -1.7228 2.6540 3.7745
C -2.1865 2.3408 2.3370
C -1.4751 1.2412 1.6969
N -0.9069 0.3752 1.1585
H -1.6604 1.7415 4.3740
H -2.4048 3.3548 4.2673
H -0.7293 3.1135 3.7519
H -3.2573 2.0799 2.3151
H -2.0398 3.2428 1.7189
*
```

molar mass: 494.957 Da
orbital gap (alpha / beta): 0.279 / 0.277 Eh
E_LUMO (alpha / beta): -7.5 / -7.9 eV
ΔE to the lowest compared entry with this formula, charge and spin: 21.19 kJ/mol

(6)
Below is one molecule with the formula C21H22ClN3O4S in a non-equilibrium geometry, with properties calculated with wB97M-V/def2-TZVPD.

ORCA input file:
```
! RIJCOSX wB97M-V def2-TZVPD def2/J DEFGRID3
* xyz 0 1
O 0.2268 3.0896 -1.6963
C -0.3372 2.0373 -1.4635
N -0.1769 0.9409 -2.2494
C 0.8921 0.8989 -3.2248
C 2.0006 0.0024 -2.6779
O 2.8432 0.4500 -1.9192
N 1.9804 -1.3148 -2.9944
C 0.9811 -2.0113 -3.7749
C 0.6563 -3.3568 -3.0861
N 0.9373 -3.3101 -1.6716
S -0.1661 -2.4170 -0.7556
O -1.0500 -1.7515 -1.6907
O -0.7858 -3.3103 0.1722
C 0.6911 -1.1466 0.1475
C 0.2888 -0.8954 1.3887
C 0.6748 0.2341 2.2142
C 1.5486 1.2289 1.7667
C 1.8401 2.3120 2.5724
C 1.2682 2.4250 3.8302
C 0.4040 1.4428 4.2865
C 0.1106 0.3561 3.4864
C 2.3393 -3.1217 -1.3791
C 2.9883 -2.1899 -2.4263
C -1.2192 1.8701 -0.2690
C -1.0808 2.8324 0.7302
C -1.7830 2.7390 1.9138
C -2.6393 1.6655 2.1009
Cl -3.4887 1.5069 3.5937
C -2.8193 0.7164 1.1072
C -2.1128 0.8204 -0.0777
H -0.6218 0.0608 -2.0120
H 0.5270 0.5848 -4.2042
H 1.2899 1.9172 -3.2886
H 1.3566 -2.1907 -4.7910
H 0.0702 -1.4200 -3.8276
H -0.4006 -3.5904 -3.2031
H 1.2477 -4.1725 -3.5099
H 1.3627 -0.5264 -0.4122
H -0.4149 -1.5938 1.8243
H 1.9984 1.1610 0.7887
H 2.5132 3.0761 2.2144
H 1.4957 3.2773 4.4531
H -0.0450 1.5271 5.2648
H -0.5668 -0.4076 3.8392
H 2.4098 -2.7059 -0.3725
H 2.8385 -4.0971 -1.3827
H 3.4285 -2.7776 -3.2375
H 3.7607 -1.5670 -1.9736
H -0.4010 3.6525 0.5567
H -1.6636 3.4803 2.6878
H -3.5041 -0.1031 1.2598
H -2.2757 0.0716 -0.8366
*
```

molar mass: 447.944 Da
orbital gap: 0.329 Eh
E_LUMO: -0.1 eV
ΔE to the lowest compared entry with this formula, charge and spin: 99.93 kJ/mol
SMILES: O=C(NCC(=O)N1CCN(S(=O)(=O)/C=C/c2ccccc2)CC1)c1ccc(Cl)cc1

(7)
Below is one molecule with the formula C21H22ClN5O3S2 in a non-equilibrium geometry, with properties calculated with wB97M-V/def2-TZVPD.

ORCA input file:
```
! RIJCOSX wB97M-V def2-TZVPD def2/J DEFGRID3
* xyz 0 1
N 2.2637 3.8637 2.6088
N 1.2377 3.1729 1.9867
C 0.4194 2.2807 2.6045
C -0.4403 1.8036 1.6359
C -1.4728 0.7825 1.7138
C -2.3058 0.5616 0.6174
C -3.2644 -0.4308 0.6561
C -3.4037 -1.2220 1.7846
C -2.5807 -1.0091 2.8782
C -1.6212 -0.0149 2.8474
N -0.1424 2.4026 0.4471
C 0.8747 3.1913 0.6757
S 1.6677 4.1667 -0.5409
C 3.3204 3.3328 -0.5992
C 3.2707 1.9484 0.0176
O 3.6699 1.7943 1.1650
N 2.8147 0.9309 -0.7287
C 2.7637 -0.4005 -0.1538
C 1.3049 -0.8327 0.0155
N 0.5948 -0.7342 -1.2365
S 0.5667 -2.1023 -2.1932
O 0.5652 -1.7039 -3.5709
O 1.5581 -3.0384 -1.7427
C -1.0561 -2.7164 -1.7556
C -2.1539 -2.2773 -2.4699
C -3.4219 -2.6855 -2.0962
C -3.5660 -3.5227 -0.9978
Cl -5.1428 -4.0203 -0.5156
C -2.4631 -3.9651 -0.2806
C -1.1994 -3.5563 -0.6684
C 0.6966 0.5563 -1.8746
C 2.1616 1.0004 -2.0173
H 2.4790 4.6937 2.0586
H 3.0958 3.2691 2.6474
H 0.5237 2.0723 3.6477
H -2.1903 1.1853 -0.2545
H -3.9098 -0.5870 -0.1954
H -4.1548 -1.9971 1.8143
H -2.6883 -1.6214 3.7618
H -0.9805 0.1420 3.7020
H 3.6276 3.3268 -1.6424
H 4.0216 3.9372 -0.0218
H 3.2650 -1.0986 -0.8316
H 3.2784 -0.3788 0.8076
H 0.8014 -0.1981 0.7497
H 1.2633 -1.8698 0.3431
H -1.9997 -1.6326 -3.3199
H -4.2916 -2.3604 -2.6456
H -2.5957 -4.6200 0.5659
H -0.3196 -3.8972 -0.1471
H 0.2449 0.4683 -2.8613
H 0.1472 1.2833 -1.2648
H 2.1890 2.0090 -2.4237
H 2.6775 0.3176 -2.7026
*
```

molar mass: 492.026 Da
orbital gap: 0.317 Eh
E_LUMO: 0.5 eV
ΔE to the lowest compared entry with this formula, charge and spin: 85.17 kJ/mol
SMILES: Nn1cc(-c2ccccc2)nc1SCC(=O)N1CCN(S(=O)(=O)c2ccc(Cl)cc2)CC1

(8)
Below is C21H22Co2N3O6S as an isolated structure in a non-equilibrium geometry, with properties calculated with wB97M-V/def2-TZVPD.

ORCA input file:
```
! RIJCOSX wB97M-V def2-TZVPD def2/J DEFGRID3
* xyz -1 1
C 0.8412 1.6901 1.9298
C -0.6784 1.6830 2.0497
C -1.0903 1.3529 3.4749
N -1.2717 2.9841 1.6611
C -2.0883 2.8373 0.6754
S -3.0210 4.1536 0.0288
C -2.6128 5.2482 1.5055
C -3.0680 6.6353 1.2428
N -3.4304 7.7136 1.0058
C -2.2038 1.3793 0.1357
C -3.6381 0.8906 0.3453
C -1.7252 1.3149 -1.3169
N -1.2665 0.7098 1.0610
C -0.8266 -0.5376 1.0458
C -1.0500 -1.6126 0.0085
C -1.9771 -2.6575 0.6713
H 1.2591 2.5171 2.5172
H 1.2431 0.7460 2.3133
H 1.1479 1.8074 0.8818
H -0.6819 2.1215 4.1446
H -2.1841 1.3581 3.5669
H -0.6980 0.3756 3.7709
H -3.1596 4.8230 2.3600
H -1.5315 5.2094 1.6857
H -4.3120 1.5177 -0.2526
H -3.7572 -0.1568 0.0369
H -3.9265 0.9945 1.4035
H -2.0133 2.2396 -1.8347
H -0.6320 1.2221 -1.3646
H -2.1904 0.4750 -1.8424
H -0.2703 -0.8467 1.9360
H -1.5747 -1.1591 -0.8393
H -1.9938 -3.5908 0.0889
H -1.5791 -2.8995 1.6604
H -3.0208 -2.3252 0.7618
O 5.2351 -1.4105 1.2393
C 4.9143 -1.6527 0.1554
Co 4.4061 -2.0412 -1.5039
C 4.0263 -0.4167 -2.1756
O 3.7837 0.6017 -2.6589
C 6.1433 -2.3432 -1.8815
O 7.2500 -2.5506 -2.1362
C 2.6507 -2.5347 -0.7166
C 1.4122 -2.0349 -1.0400
C 0.1233 -2.4155 -0.3790
Co 2.2320 -2.8269 -2.4551
C 1.4278 -1.7356 -3.5672
O 0.8625 -1.0344 -4.2851
C 1.7257 -4.4296 -3.2175
O 1.4779 -5.3881 -3.8066
C 3.8752 -3.0159 -3.3286
O 4.4654 -3.3310 -4.2891
H 2.7539 -3.3571 0.0149
H -0.2341 -3.2812 -0.9912
H 0.4507 -3.0157 0.5034
*
```

molar mass: 562.355 Da
orbital gap: 0.123 Eh
E_LUMO: 1.8 eV